Entry from the Open Molecules 2025 dataset: C15H45BaO20P5 as an isolated structure (the ωB97M-V functional and the def2-TZVPD basis).

Atoms and positions in Å:
Ba -24.690 -1.410 -25.195
C -23.989 -6.848 -25.055
O -25.327 -6.466 -25.382
P -26.094 -5.285 -24.668
O -25.383 -3.991 -24.650
O -27.436 -5.212 -25.480
C -28.216 -6.396 -25.758
O -26.535 -5.842 -23.260
C -25.710 -5.712 -22.105
H -23.374 -5.983 -24.796
H -23.562 -7.322 -25.934
H -23.979 -7.542 -24.215
H -29.241 -6.179 -25.463
H -27.843 -7.284 -25.259
H -28.244 -6.543 -26.837
H -25.124 -4.792 -22.136
H -25.017 -6.551 -22.033
H -26.318 -5.675 -21.206
C -22.699 2.878 -27.197
O -24.027 2.671 -27.714
P -25.286 2.383 -26.797
O -25.393 0.956 -26.405
O -25.099 3.409 -25.600
C -25.687 3.128 -24.318
O -26.503 2.871 -27.643
C -26.625 4.256 -28.040
H -22.291 3.747 -27.702
H -22.095 2.002 -27.444
H -22.707 2.981 -26.115
H -26.637 2.598 -24.389
H -25.871 4.083 -23.835
H -24.971 2.539 -23.746
H -27.338 4.754 -27.385
H -26.907 4.280 -29.084
H -25.685 4.791 -27.883
C -26.249 -1.673 -31.432
O -26.058 -1.393 -30.036
P -26.405 -2.396 -28.896
O -25.799 -2.043 -27.595
O -27.981 -2.464 -28.904
C -28.718 -2.986 -27.799
O -25.895 -3.786 -29.474
C -25.839 -4.990 -28.704
H -27.097 -1.100 -31.799
H -26.379 -2.735 -31.626
H -25.368 -1.344 -31.982
H -29.264 -2.192 -27.285
H -28.078 -3.464 -27.058
H -29.467 -3.681 -28.174
H -24.803 -5.321 -28.674
H -26.459 -5.735 -29.197
H -26.181 -4.852 -27.678
C -19.102 -1.306 -28.295
O -20.234 -1.341 -27.409
P -21.598 -1.934 -27.965
O -22.700 -1.760 -27.001
O -21.822 -1.258 -29.366
C -22.855 -0.292 -29.607
O -21.264 -3.417 -28.383
C -21.454 -4.508 -27.475
H -19.027 -0.330 -28.765
H -19.115 -2.102 -29.039
H -18.206 -1.484 -27.700
H -23.417 -0.575 -30.493
H -22.378 0.662 -29.835
H -23.539 -0.190 -28.768
H -21.450 -4.169 -26.437
H -20.664 -5.243 -27.593
H -22.422 -4.958 -27.691
C -23.058 -2.604 -20.330
O -24.125 -1.659 -20.137
P -25.353 -1.600 -21.119
O -24.961 -1.658 -22.552
O -26.288 -2.785 -20.656
C -27.623 -2.872 -21.182
O -26.146 -0.317 -20.654
C -25.751 0.963 -21.176
H -22.615 -2.790 -19.357
H -22.310 -2.154 -20.982
H -23.403 -3.544 -20.753
H -27.760 -3.820 -21.699
H -27.852 -2.073 -21.891
H -28.319 -2.794 -20.351
H -24.682 1.066 -21.365
H -26.062 1.683 -20.424
H -26.276 1.163 -22.111

Its frontier orbital gap is 10.7 eV. As for the total energy: -104377.077 eV. Its molecular weight is 837.70 u. Its total charge is +2. Its spin multiplicity is 1.